{
  "formula": "C3H9NO",
  "method": "wB97M-V/def2-TZVPD",
  "energy_ev": -6793.022,
  "smiles": "C=N.CCO",
  "e_homo_ev": -10.305,
  "max_force_ha_per_bohr": 0.0310,
  "homo_lumo_gap_ha": 0.4163,
  "elements": ["C", "N", "H", "H", "H", "H", "C", "O", "C", "H", "H", "H", "H", "H"],
  "xyz": [[2.434316, -4.127804, 4.019902], [1.270122, -4.465455, 4.396381], [2.908752, -4.643066, 3.184597], [2.983378, -3.255684, 4.382334], [1.035533, -3.846322, 5.162562], [0.799456, 3.170400, -1.745967], [-0.657997, 2.049920, -2.369631], [-0.133118, 3.196370, -1.763975], [-2.194335, 2.197796, -2.457830], [-0.316578, 1.877582, -3.397823], [-0.451580, 1.121293, -1.827213], [-2.561845, 3.001475, -1.824897], [-2.492774, 2.510212, -3.463300], [-2.623335, 1.213288, -2.295143]],
  "forces_ev_per_angstrom": [[-0.31, 0.08, -0.71], [0.91, 0.07, 0.04], [-0.07, -0.18, 0.09], [0.01, -0.11, 0.31], [-0.54, 0.13, 0.27], [1.59, -0.14, -0.02], [-1.30, -0.62, -0.54], [-1.26, 0.42, 0.10], [0.63, 0.15, -0.83], [0.42, 0.27, 0.12], [0.30, 0.22, 0.31], [-0.03, -0.41, 0.54], [0.11, -0.09, -0.01], [-0.46, 0.19, 0.34]]
}

---

{
  "formula": "C45H100N4O13S3",
  "method": "wB97M-V/def2-TZVPD",
  "energy_ev": -113362.039,
  "smiles": "CC1(C)CCCC(C)(C)N1O.CC1(C)CCCC(C)(C)N1O.CC1(C)CCCC(C)(C)N1O.CC1(C)CCCC(C)(C)N1O.CCOS(C)(=O)=O.CCOS(C)(=O)=O.CCOS(C)(=O)=O",
  "e_homo_ev": -8.450,
  "max_force_ha_per_bohr": 0.0721,
  "homo_lumo_gap_ha": 0.3203,
  "elements": ["C", "C", "C", "C", "C", "C", "N", "O", "C", "C", "C", "H", "H", "H", "H", "H", "H", "H", "H", "H", "H", "H", "H", "H", "H", "H", "H", "H", "H", "H", "C", "C", "C", "C", "C", "C", "N", "O", "C", "C", "C", "H", "H", "H", "H", "H", "H", "H", "H", "H", "H", "H", "H", "H", "H", "H", "H", "H", "H", "H", "C", "C", "C", "C", "C", "C", "N", "O", "C", "C", "C", "H", "H", "H", "H", "H", "H", "H", "H", "H", "H", "H", "H", "H", "H", "H", "H", "H", "H", "H", "C", "C", "C", "C", "C", "C", "N", "O", "C", "C", "C", "H", "H", "H", "H", "H", "H", "H", "H", "H", "H", "H", "H", "H", "H", "H", "H", "H", "H", "H", "O", "S", "O", "O", "C", "C", "C", "H", "H", "H", "H", "H", "H", "H", "H", "O", "S", "O", "O", "C", "C", "C", "H", "H", "H", "H", "H", "H", "H", "H", "O", "S", "O", "O", "C", "C", "C", "H", "H", "H", "H", "H", "H", "H", "H"],
  "xyz": [[-17.606962, -1.080621, -13.256912], [-16.720648, -0.336065, -12.243615], [-17.429852, -0.281764, -10.859514], [-16.593257, 0.315006, -9.760660], [-15.299244, -0.506585, -9.639802], [-14.527405, -0.687219, -10.981665], [-15.486461, -1.091051, -12.007153], [-14.808549, -1.445053, -13.187948], [-13.764602, 0.628413, -11.238004], [-13.467882, -1.803179, -10.827328], [-16.442802, 1.062818, -12.859837], [-18.547224, -0.463209, -13.323094], [-17.777240, -2.112315, -12.921584], [-17.140636, -1.220150, -14.222691], [-18.438681, 0.077631, -10.934342], [-17.533921, -1.356947, -10.516188], [-17.129123, 0.346075, -8.842760], [-16.290409, 1.336185, -10.014652], [-15.565005, -1.513598, -9.307218], [-14.624777, -0.013804, -8.936893], [-13.429907, 0.691394, -12.350150], [-14.213099, 1.586354, -11.028624], [-12.820688, 0.648372, -10.663556], [-13.928663, -2.766626, -10.617534], [-12.869518, -1.912606, -11.737971], [-12.789911, -1.426904, -10.027233], [-15.479761, 1.082624, -13.468721], [-16.329051, 1.917262, -12.175681], [-17.248161, 1.261742, -13.574730], [-14.074514, -0.819714, -13.257356], [-12.124923, 1.730943, -23.551671], [-12.769718, 2.449050, -22.347310], [-13.935104, 1.576777, -21.949927], [-14.621394, 2.013647, -20.687673], [-13.544440, 1.852434, -19.623189], [-12.289865, 2.738460, -19.872721], [-11.795205, 2.399199, -21.222475], [-10.739352, 3.337128, -21.530090], [-12.566695, 4.222648, -19.550333], [-11.274618, 2.277509, -18.824608], [-13.335444, 3.797599, -22.867753], [-12.849885, 1.496197, -24.340164], [-11.526694, 0.935874, -23.240390], [-11.410287, 2.383292, -24.014913], [-14.660824, 1.559309, -22.792795], [-13.540527, 0.537370, -21.836448], [-15.472247, 1.397439, -20.519626], [-14.915855, 3.076304, -20.731567], [-13.285878, 0.837834, -19.704731], [-13.878027, 2.105485, -18.646366], [-11.924181, 4.979568, -20.084526], [-13.513412, 4.513107, -19.962219], [-12.405732, 4.460538, -18.484055], [-10.316490, 2.749416, -18.935266], [-11.644856, 2.420120, -17.834048], [-11.031274, 1.230040, -18.934244], [-13.971499, 4.364210, -22.189700], [-13.849922, 3.544677, -23.797510], [-12.538238, 4.568259, -23.132902], [-10.002561, 2.735224, -21.656124], [-23.218388, 6.186778, -17.803274], [-23.098657, 6.054592, -19.414708], [-23.996709, 7.012942, -20.177779], [-23.416238, 8.437927, -20.330301], [-21.961625, 8.362783, -20.801276], [-21.083694, 7.506936, -19.957414], [-21.704978, 6.139795, -19.901848], [-20.786276, 5.247593, -19.333063], [-19.736005, 7.425030, -20.697380], [-20.797827, 8.106437, -18.525086], [-23.628519, 4.700788, -19.805313], [-22.985665, 7.178421, -17.372421], [-22.565171, 5.395756, -17.397125], [-24.259466, 5.974417, -17.555110], [-24.177257, 6.506269, -21.136982], [-24.960771, 7.068474, -19.639063], [-23.586598, 8.961105, -19.388624], [-24.011576, 9.009416, -21.013986], [-21.585509, 9.348450, -21.014895], [-21.920225, 7.841618, -21.763663], [-19.987209, 7.077155, -21.687891], [-19.217052, 8.376390, -20.761928], [-19.110174, 6.670651, -20.212103], [-20.131263, 7.557301, -17.946648], [-20.319265, 9.074687, -18.738870], [-21.730704, 8.405715, -18.035750], [-23.278288, 4.559687, -20.846096], [-24.715443, 4.690644, -19.673512], [-23.156714, 3.905503, -19.230954], [-20.465709, 5.550187, -18.473480], [-20.869079, -0.901610, -23.818749], [-20.337237, -1.555988, -22.533154], [-20.106374, -3.030064, -22.718310], [-18.804040, -3.294312, -23.531839], [-17.648764, -2.584694, -22.915465], [-17.842024, -1.075439, -22.803371], [-19.109264, -0.885543, -22.012592], [-19.233704, 0.451035, -21.618573], [-16.740049, -0.569707, -21.837589], [-17.728478, -0.297283, -24.138382], [-21.521722, -1.468240, -21.563240], [-21.761730, -1.456881, -24.098273], [-20.069720, -0.947439, -24.573992], [-21.246887, 0.082195, -23.744210], [-20.038909, -3.379519, -21.691055], [-20.916445, -3.516237, -23.220279], [-18.964712, -3.142538, -24.563723], [-18.640091, -4.346691, -23.609551], [-16.748891, -2.814946, -23.457729], [-17.550109, -2.919599, -21.860752], [-17.013416, -0.451735, -20.821618], [-15.813564, -1.157722, -21.945760], [-16.363619, 0.430310, -22.223749], [-16.674708, -0.134874, -24.386724], [-18.159301, -0.771639, -25.013457], [-18.195176, 0.698652, -24.015464], [-21.412744, -2.077793, -20.684468], [-22.307076, -1.955663, -22.049161], [-21.747105, -0.439866, -21.222318], [-19.432746, 1.006071, -22.378370], [-13.781152, 8.994330, -21.279862], [-14.954067, 8.272527, -21.038548], [-16.007475, 8.749022, -20.185147], [-15.465663, 7.906475, -22.534006], [-16.848143, 7.532957, -22.683097], [-17.506906, 8.327181, -23.830981], [-14.444490, 6.683142, -20.528158], [-17.343121, 7.790710, -21.804379], [-16.887083, 6.465603, -22.805678], [-16.743843, 8.797756, -24.508896], [-18.084436, 9.147986, -23.350607], [-18.118055, 7.717334, -24.469659], [-15.313701, 6.117758, -20.135940], [-13.831237, 6.871267, -19.582239], [-13.964291, 6.186811, -21.376509], [-18.859239, 4.416561, -17.641275], [-17.710925, 4.037659, -18.434288], [-16.558681, 4.941334, -18.413330], [-17.261307, 2.570428, -17.908076], [-16.340891, 2.482317, -16.839754], [-15.962407, 1.091401, -16.570027], [-18.043000, 3.664517, -20.141686], [-16.889140, 2.847794, -16.014869], [-15.508161, 3.113114, -17.098487], [-15.712109, 0.644375, -17.490510], [-16.628763, 0.703822, -15.805278], [-15.022538, 1.163283, -15.953845], [-18.463221, 2.684012, -20.167274], [-17.090658, 3.695633, -20.701442], [-18.668405, 4.446827, -20.542807], [-17.040601, -3.011461, -18.538263], [-18.484512, -2.932806, -18.630323], [-19.223943, -3.547630, -19.695823], [-19.108540, -3.560571, -17.353252], [-18.618545, -3.151993, -15.967443], [-19.782430, -3.451469, -15.035032], [-19.077469, -1.218737, -18.486227], [-18.381276, -2.103259, -16.043309], [-17.785275, -3.805178, -15.779939], [-19.449753, -3.125273, -14.088385], [-19.894780, -4.517620, -14.994503], [-20.687429, -3.008180, -15.450837], [-19.019441, -0.750375, -19.485205], [-18.397337, -0.747381, -17.734740], [-20.103708, -1.370271, -18.194722]],
  "forces_ev_per_angstrom": [[-0.49, 0.05, 0.84], [0.57, 0.69, 0.01], [0.42, -2.11, -0.06], [1.38, 0.52, -1.32], [-0.18, -0.32, -0.39], [-0.44, 0.55, 0.86], [-0.14, -0.97, 0.64], [-0.14, 0.24, -0.29], [1.73, 0.00, -2.16], [0.21, 1.00, 0.23], [0.91, 0.36, -0.80], [0.70, -1.01, -0.18], [-0.34, 0.33, 0.26], [0.22, 0.52, -0.29], [-0.41, 0.62, -0.15], [-0.15, 0.80, -0.72], [-0.38, -0.01, 0.85], [-0.25, 0.15, 0.13], [0.12, 0.05, 0.31], [0.03, -0.30, 0.15], [-0.37, -0.01, 1.67], [-0.79, 0.03, 0.09], [-0.36, -0.22, -0.23], [0.04, 0.07, 0.24], [-0.08, 0.05, 0.18], [-0.40, -0.80, -0.34], [-1.18, -0.34, 0.66], [-0.31, -0.44, 0.02], [0.12, 0.41, 0.19], [0.02, 0.14, -0.37], [-0.40, 1.95, -0.36], [-0.11, -0.21, -0.50], [-0.78, -0.81, -0.86], [1.22, 1.04, 0.25], [-0.25, 1.69, -0.85], [-0.08, -0.44, 0.81], [-0.22, 1.15, -0.25], [-0.17, -0.47, 0.00], [0.92, 0.98, -1.20], [0.56, -0.70, -1.02], [1.77, 1.12, -0.14], [0.05, -0.28, 0.42], [0.43, -1.84, 0.57], [0.39, 0.69, -0.37], [0.52, -0.03, 0.31], [-0.45, 0.56, 0.00], [-0.77, -0.35, 0.45], [-0.20, -0.38, -0.13], [0.76, -1.47, 0.49], [-0.44, -0.01, 1.01], [0.06, -1.21, 0.37], [-0.90, -0.01, 0.61], [-0.65, -0.28, -0.43], [0.37, 0.75, 0.02], [-0.29, 0.27, 0.70], [-0.25, -0.54, -0.12], [-0.35, -0.52, 0.06], [-0.22, 0.29, 0.16], [-0.63, -1.24, 0.22], [0.29, 0.11, -0.07], [0.07, -0.01, -1.45], [0.53, 0.01, 2.31], [0.12, 0.92, 0.02], [-0.16, -1.00, 0.23], [-1.47, -0.10, -0.51], [1.04, -0.31, 1.76], [0.46, 1.68, -0.97], [-0.59, -0.67, -0.18], [-0.51, -0.96, 0.46], [-1.62, 2.15, -2.54], [0.73, -0.71, -0.21], [-0.01, -0.69, -0.38], [-0.30, 0.46, 0.16], [0.05, -0.20, 0.13], [-0.01, 0.62, -0.04], [0.34, -0.14, -0.29], [0.58, 0.04, 0.25], [-0.32, 0.22, -0.70], [0.51, 0.47, 0.34], [-0.47, 0.15, -0.18], [0.27, -0.19, -0.54], [-0.09, 0.15, 0.19], [0.18, 0.32, -0.12], [0.93, -1.18, 1.20], [0.17, -0.23, 0.17], [0.41, -0.45, 0.18], [-0.72, -0.15, 0.33], [0.20, -0.27, -0.24], [-0.15, -0.11, 0.18], [-0.20, 0.18, 0.31], [0.89, -1.38, -0.58], [-1.40, 2.08, 0.06], [2.19, 0.03, -0.25], [-1.44, -0.63, 1.23], [-0.26, 0.14, 0.69], [0.02, 0.17, 1.23], [0.55, -1.47, -0.53], [-0.56, 0.01, 0.33], [1.71, 1.54, -2.56], [-0.03, 0.29, 0.40], [1.34, 1.17, 1.23], [0.17, -0.31, -0.50], [-0.81, 0.02, -0.10], [0.02, 1.43, 0.49], [0.33, -0.65, -0.25], [-0.79, -0.04, -0.19], [-0.18, 1.25, -1.39], [0.36, -1.06, 0.71], [0.65, 0.07, -0.12], [0.12, -0.10, -0.63], [-0.43, -0.20, 0.90], [-0.46, -0.24, 0.25], [-0.75, -0.83, 0.71], [-0.06, 0.01, 0.19], [-0.23, -0.22, 0.06], [0.26, -0.32, -0.20], [0.64, -0.19, 0.65], [-1.69, -0.19, -0.92], [-0.12, -0.48, -0.48], [-0.18, 0.10, -0.52], [1.54, 1.65, -0.16], [-1.13, -1.61, -0.47], [0.21, 0.01, -0.67], [-0.32, 0.59, 0.70], [0.41, 0.37, -1.63], [1.09, 1.05, 0.32], [-0.36, -0.22, 2.10], [-0.85, 0.20, 1.56], [-0.01, -0.55, -0.28], [-0.53, -0.47, 0.80], [0.18, -0.50, -0.69], [-0.53, -0.29, -0.04], [0.30, 0.19, -0.51], [-0.33, -0.41, -1.59], [0.22, 0.28, 0.55], [0.57, -0.31, -0.85], [1.48, 0.71, 1.04], [-1.17, -1.09, 0.03], [-1.09, 0.30, -2.24], [-0.05, 1.34, 0.00], [1.61, 0.72, 2.25], [0.90, 0.34, 0.17], [-0.08, 0.89, 1.35], [0.46, 0.32, 0.14], [-0.14, -1.49, -0.77], [-0.49, -1.04, -0.86], [-0.48, -0.12, -0.75], [-0.58, -0.60, -0.27], [-0.30, -0.19, 0.62], [-0.58, 0.06, 0.14], [-1.05, 0.25, -0.30], [0.27, 0.76, -0.43], [0.62, 0.00, 0.15], [-0.07, -0.12, 1.85], [-1.34, -0.88, -1.73], [0.77, -0.10, -1.77], [1.58, -0.72, -0.22], [0.33, 0.21, 0.28], [0.59, 0.19, 0.16], [-0.30, 0.64, 1.28], [-0.27, -0.57, 0.03], [0.01, 0.19, 0.55], [0.09, -0.21, 0.50], [-0.91, -0.03, -0.62], [-0.30, 0.40, 0.30]]
}